Entry 1:
A structure of composition C5H13FN3P in a non-equilibrium geometry. Source: OMol25; level of theory: ωB97M-V with the def2-TZVPD basis set.

* 2S+1: 1
* LUMO: -0.302 hartree
* ΔE to the lowest compared entry with this formula, charge and spin: 36.5 kcal/mol
* charge: +2

Atoms and positions in Å:
C  -2.82216  -0.34777  0.42389
C  0.55882  -0.84444  -1.61191
C  -3.87763  -0.64947  1.21201
C  3.66232  -0.17552  0.40178
C  -0.07557  1.67470  0.23281
N  -1.55912  -0.95321  0.30424
N  -2.71803  0.61217  -0.64966
N  4.76795  -0.64193  0.11339
F  1.01579  1.32154  0.98794
P  -0.67034  0.02552  -0.72968
H  0.22999  -1.77271  -2.04876
H  1.19665  -0.07843  -2.17228
H  -4.82841  -0.17526  0.89311
H  -3.85834  -1.22405  2.10741
H  3.54434  0.04319  1.45691
H  3.06338  0.52108  -0.33404
H  -0.82166  1.81164  0.94957
H  0.34294  2.34065  -0.55873
H  -1.36286  -1.77126  0.82962
H  -2.83970  1.63692  -0.48411
H  -3.37880  0.48996  -1.44196
H  5.33750  -0.95786  0.89249
H  5.09294  -0.88547  -0.77404

Mulliken charges in e:
1. C 0.3616
2. C -0.8177
3. C -0.8499
4. C -0.0271
5. C -0.4463
6. N -0.1177
7. N -0.3960
8. N -0.0881
9. F -0.2583
10. P 0.7808
11. H 0.3169
12. H 0.2987
13. H 0.2268
14. H 0.3284
15. H 0.3119
16. H 0.2140
17. H 0.3954
18. H 0.3501
19. H 0.1917
20. H 0.3395
21. H 0.3142
22. H 0.3000
23. H 0.2710

---

Entry 2:
A structure of composition C14H7CdCl4F5NO3. Source: OMol25; level of theory: ωB97M-V with the def2-TZVPD basis set.

* 2S+1: 1
* LUMO: 0.087 hartree
* charge: -1

Atoms and positions in Å:
Cd  0.09495  0.43591  -0.32142
Cl  -2.96400  6.24528  -2.15424
C  -2.53047  4.56669  -2.05109
C  -2.94718  3.67498  -3.01804
Cl  -3.91186  4.21509  -4.35801
C  -2.58761  2.32343  -2.90672
Cl  -3.11958  1.17246  -4.10003
C  -1.81957  1.82892  -1.85336
O  -1.49945  0.55659  -1.76790
C  -1.37389  2.76857  -0.84396
O  -0.64104  2.36494  0.16892
C  -1.75323  4.10418  -0.97875
Cl  -1.22299  5.20801  0.25824
O  1.15205  -0.67219  2.10219
C  0.14540  -0.62169  3.08411
C  -1.26608  -0.63793  2.53535
C  -2.34583  -0.55723  3.40379
C  -3.62353  -0.54962  2.88076
C  -3.79213  -0.62484  1.50551
C  -2.66761  -0.70269  0.70914
N  -1.42549  -0.72286  1.21990
H  1.05328  -1.47651  1.57682
H  0.29756  0.31190  3.62577
H  0.24919  -1.43707  3.80628
H  -2.17624  -0.48437  4.47172
H  -4.48136  -0.47071  3.53713
H  -4.77380  -0.59841  1.05361
H  -2.72935  -0.70460  -0.37340
F  2.67768  -1.18816  -1.01971
C  2.15183  0.10488  -1.08551
F  3.08920  0.90640  -0.45607
C  2.24664  0.48002  -2.57291
F  1.54531  -0.37865  -3.31970
F  3.51411  0.46847  -3.03019
F  1.75684  1.70695  -2.77429

Mulliken charges in e:
1. Cd 1.0839
2. Cl -0.2356
3. C 0.1612
4. C 0.2013
5. Cl -0.2381
6. C 0.1082
7. Cl -0.2330
8. C 0.7073
9. O -1.2881
10. C 0.3553
11. O -1.1760
12. C 0.1448
13. Cl -0.2336
14. O -0.4602
15. C -0.7683
16. C 0.7900
17. C -0.7999
18. C -0.1547
19. C -0.8281
20. C -0.3270
21. N -0.2376
22. H 0.2974
23. H 0.3369
24. H 0.3627
25. H 0.3652
26. H 0.4018
27. H 0.3961
28. H 0.6532
29. F -0.2719
30. C 0.3645
31. F -0.3065
32. C 0.6235
33. F -0.2617
34. F -0.2912
35. F -0.2420

---

Entry 3:
A cluster of 6 separate species, C28H38F6O18 in total in a non-equilibrium geometry. Source: OMol25; level of theory: ωB97M-V with the def2-TZVPD basis set.

* 2S+1: 1
* LUMO: 0.005 hartree
* SMILES string: CCCC[C@H]1C(=O)O[C@@H](F)[C@@H]1CCCCOC.O=C1OC[C@@H](F)O1.O=C1OC[C@@H](F)O1.O=C1OC[C@@H](F)O1.O=C1OC[C@@H](F)O1.O=C1OC[C@@H](F)O1

Atoms and positions in Å:
C  2.61750  -2.34183  2.42765
C  2.61569  -3.02083  1.02930
C  1.59511  -2.40297  0.03936
C  0.59608  -3.39523  -0.53971
C  -0.24137  -4.13851  0.52171
C  0.34964  -5.37674  1.16224
O  0.74978  -6.33021  0.68144
O  0.31121  -5.19629  2.52976
C  -0.83771  -4.42796  2.76918
F  -0.55847  -3.79803  3.95938
C  -0.85872  -3.32254  1.66233
C  -2.36213  -2.98199  1.51824
C  -2.72585  -1.50030  1.24004
C  -1.54042  -0.56587  1.00088
C  -1.94826  0.87608  0.71587
O  -1.99118  1.21575  -0.65724
C  -0.71067  1.22251  -1.25387
H  3.62318  -2.02284  2.67599
H  2.24897  -3.06270  3.15390
H  1.97740  -1.46132  2.45687
H  2.51281  -4.10234  1.10156
H  3.60912  -2.85075  0.61841
H  1.12696  -1.54851  0.52554
H  2.15610  -2.00637  -0.80652
H  1.10152  -4.14072  -1.15425
H  -0.11120  -2.85743  -1.15682
H  -1.05506  -4.55978  -0.07832
H  -1.74909  -5.00196  2.91001
H  -0.18553  -2.59772  2.10260
H  -2.72425  -3.54383  0.66176
H  -2.94193  -3.34109  2.36525
H  -3.33290  -1.47283  0.33275
H  -3.35609  -1.07178  2.01918
H  -0.93449  -0.99208  0.20418
H  -0.90122  -0.58865  1.88374
H  -2.88411  1.10285  1.22189
H  -1.19725  1.52062  1.18583
H  0.07061  1.50627  -0.54311
H  -0.68440  1.86439  -2.13464
H  -0.48486  0.20663  -1.59552
O  -2.29479  -3.30294  -1.75447
C  -2.47561  -2.72812  -2.77705
O  -3.41789  -1.77207  -2.96379
C  -3.22336  -1.22332  -4.27078
C  -2.49759  -2.34213  -4.97409
F  -1.63273  -1.87290  -5.90343
O  -1.76441  -2.94305  -3.92074
H  -2.61568  -0.31974  -4.19993
H  -4.17443  -0.97627  -4.73630
H  -3.15009  -3.08746  -5.43301
O  -0.20027  2.95935  -4.18416
C  -0.82924  3.92620  -3.91860
O  -0.35632  4.99001  -3.21451
C  -1.37072  5.99746  -3.22220
C  -2.61763  5.18808  -3.47303
F  -3.53419  5.89036  -4.18309
O  -2.13672  4.12045  -4.26781
H  -1.17396  6.70677  -4.02771
H  -1.39714  6.53250  -2.27573
H  -3.08708  4.78793  -2.57252
O  0.30593  1.65225  3.34867
C  -0.32616  2.51698  3.85509
O  0.18484  3.46689  4.67804
C  -0.86251  4.39955  4.96417
C  -2.09697  3.57188  4.71753
F  -3.12085  4.32811  4.25117
O  -1.67571  2.68696  3.69401
H  -0.78852  5.24692  4.28330
H  -0.79425  4.76159  5.98735
H  -2.43744  2.99613  5.58022
O  3.11249  -2.53086  -2.58024
C  3.69067  -3.54372  -2.78731
O  3.85021  -4.10866  -4.01350
C  4.71048  -5.24031  -3.85787
C  4.52776  -5.57727  -2.39944
F  5.65870  -6.09433  -1.86118
O  4.27749  -4.30992  -1.82055
H  5.73757  -4.95102  -4.08581
H  4.41411  -6.05025  -4.52016
H  3.68967  -6.24437  -2.18891
O  0.13617  7.56134  4.14261
C  1.02003  7.26555  3.40938
O  2.17862  7.95748  3.27381
C  3.03392  7.20399  2.40719
C  2.04427  6.36702  1.63728
F  2.56012  5.16402  1.30078
O  1.00343  6.17794  2.58127
H  3.70989  6.59164  3.00536
H  3.62001  7.86094  1.76923
H  1.64134  6.84934  0.74459

Mulliken charges in e:
1. C -1.1041
2. C -0.4669
3. C -0.6144
4. C -0.1294
5. C 0.6574
6. C -0.2824
7. O -0.5290
8. O -0.3704
9. C -0.2805
10. F -0.4024
11. C 0.6252
12. C -1.2040
13. C -0.9656
14. C 1.6307
15. C -1.0277
16. O -0.4204
17. C 0.0607
18. H 0.3693
19. H 0.2343
20. H 0.1583
21. H 0.2876
22. H 0.4252
23. H -0.0906
24. H 0.9838
25. H 0.4623
26. H -0.8613
27. H 0.6488
28. H 0.5612
29. H 0.2155
30. H 0.2775
31. H 0.5617
32. H 0.1689
33. H 0.4840
34. H -0.9001
35. H 0.1634
36. H 0.3570
37. H 0.4668
38. H 0.3142
39. H -0.3418
40. H 0.0483
41. O -0.4289
42. C 0.5318
43. O -0.2912
44. C -0.4022
45. C 0.3146
46. F -0.2894
47. O -0.2771
48. H 0.2112
49. H 0.2735
50. H 0.2794
51. O -0.5206
52. C 0.6770
53. O -0.3124
54. C -0.4439
55. C 0.3450
56. F -0.2911
57. O -0.2944
58. H 0.2852
59. H 0.2672
60. H 0.2580
61. O -0.4469
62. C 0.6484
63. O -0.3150
64. C -0.2722
65. C 0.2905
66. F -0.2891
67. O -0.2860
68. H 0.1139
69. H 0.2607
70. H 0.2857
71. O -0.4878
72. C 0.6060
73. O -0.3267
74. C -0.4759
75. C 0.2811
76. F -0.2896
77. O -0.2484
78. H 0.2861
79. H 0.2760
80. H 0.3164
81. O -0.5002
82. C 0.6378
83. O -0.3280
84. C -0.4230
85. C 0.2867
86. F -0.2777
87. O -0.2155
88. H 0.2779
89. H 0.2783
90. H 0.2733

---

Entry 4:
The molecule C2H4N2 in a non-equilibrium geometry. Source: OMol25; level of theory: ωB97M-V with the def2-TZVPD basis set.

* 2S+1: 1
* LUMO: 0.035 hartree
* ΔE to the lowest compared entry with this formula, charge and spin: 48.0 kcal/mol
* SMILES string: C=NN=C

Atoms and positions in Å:
C  -1.53766  0.11550  0.26315
N  -0.55256  -0.00595  -0.53050
N  0.56799  -0.54772  -0.03753
C  1.53544  0.27679  0.13540
H  -2.46647  0.56981  -0.09529
H  -1.55028  -0.27491  1.28922
H  1.45394  1.35954  -0.07552
H  2.46807  -0.13252  0.46642

Mulliken charges in e:
1. C -0.2668
2. N -0.2734
3. N -0.3004
4. C -0.2852
5. H 0.2561
6. H 0.2998
7. H 0.2942
8. H 0.2757

---

Entry 5:
A structure of composition C32H43BrFeN6O9P2. Source: OMol25; level of theory: ωB97M-V with the def2-TZVPD basis set.

* 2S+1: 6
* LUMO (alpha / beta): -0.079 / -0.122 hartree
* ΔE to the lowest compared entry with this formula, charge and spin: 0.0 kcal/mol
* charge: +1

Atoms and positions in Å:
Fe  0.04326  -1.24247  0.66845
O  1.10057  -4.11650  -1.77692
C  2.21851  -4.69147  -1.25639
C  2.76498  -5.77945  -1.92302
C  3.90387  -6.39504  -1.42983
C  4.50202  -5.94151  -0.26352
C  3.94945  -4.85878  0.40097
C  2.81807  -4.21525  -0.08394
C  2.28969  -3.00009  0.63152
O  0.90744  -2.90527  0.59610
N  2.83028  -1.78910  -0.01567
N  2.16151  -0.65935  0.39526
C  2.81887  0.39258  0.66902
C  2.18552  1.70439  0.89266
Br  1.22628  2.37919  -0.61649
C  2.33748  2.47569  1.96570
C  3.08184  2.09365  3.17319
C  3.73514  3.08681  3.90442
C  4.45585  2.76147  5.04150
C  4.51830  1.44204  5.47158
C  3.85278  0.45217  4.76361
C  3.13467  0.77205  3.62135
H  0.75689  -3.50551  -1.09218
H  2.28615  -6.13152  -2.82720
H  4.32111  -7.24064  -1.96038
H  5.38184  -6.43149  0.12953
H  4.39792  -4.50334  1.32279
H  2.62588  -3.03504  1.67931
H  3.83989  -1.70740  0.09077
H  3.91102  0.35539  0.69293
H  1.88769  3.46238  1.95249
H  3.68360  4.11754  3.57451
H  4.96832  3.53731  5.59468
H  5.07543  1.19070  6.36429
H  3.87907  -0.57290  5.11005
H  2.56484  0.01210  3.10447
C  -1.54109  -5.12475  -0.04471
N  -2.00991  -4.05125  -0.93071
C  -2.18338  -4.43603  -2.32612
P  -2.59723  -2.70790  -0.23406
O  -1.71954  -2.19419  0.86364
O  -2.66676  -1.62564  -1.43809
P  -1.48988  -0.75121  -2.11600
O  -0.23865  -0.89056  -1.30244
N  -1.20495  -1.25403  -3.62695
C  -2.22528  -1.16820  -4.66557
C  0.04185  -1.90120  -4.03750
N  -2.21586  0.69896  -2.22508
C  -1.61643  1.73536  -3.06402
C  -3.13817  1.22578  -1.22224
N  -4.11733  -2.87287  0.30752
C  -5.08883  -3.63330  -0.47494
C  -4.69202  -1.85469  1.18922
H  -0.69075  -5.60894  -0.52353
H  -2.32418  -5.86417  0.13878
H  -1.19929  -4.70574  0.89896
H  -1.22178  -4.77294  -2.71563
H  -2.52028  -3.58719  -2.91669
H  -2.91218  -5.24403  -2.43140
H  -3.11633  -0.67411  -4.28513
H  -2.49717  -2.16584  -5.01859
H  -1.84719  -0.59784  -5.51707
H  0.78100  -1.83187  -3.24653
H  0.41619  -1.40228  -4.93294
H  -0.12642  -2.95592  -4.26066
H  -0.88486  1.30512  -3.74343
H  -1.12759  2.49315  -2.44849
H  -2.39820  2.21981  -3.65350
H  -3.53413  0.42452  -0.60541
H  -3.96061  1.73574  -1.72637
H  -2.62470  1.93004  -0.56544
H  -4.60196  -4.46947  -0.97306
H  -5.58988  -3.00905  -1.22053
H  -5.84042  -4.03619  0.20318
H  -3.89675  -1.35013  1.73086
H  -5.35004  -2.34445  1.90696
H  -5.27568  -1.12286  0.62321
O  -0.91354  0.56765  1.15637
C  -0.44231  0.45257  2.32789
O  0.23654  -0.60607  2.56978
C  -0.56447  1.49779  3.33966
C  -1.02590  2.75273  2.95946
C  -1.03714  3.81857  3.85873
C  -0.57424  3.55494  5.12612
O  -0.49472  4.40260  6.17982
C  0.22775  3.69501  7.19360
O  0.23014  2.31930  6.82435
C  -0.12861  2.29286  5.50894
C  -0.10860  1.23752  4.64382
H  -1.34417  2.90168  1.93687
H  -1.37740  4.80465  3.57737
H  -0.27901  3.81660  8.14779
H  1.25558  4.06760  7.22818
H  0.26489  0.26429  4.92854

Mulliken charges in e:
1. Fe 2.6606
2. O -0.2523
3. C 0.1594
4. C -0.7366
5. C -0.4064
6. C -0.8722
7. C -0.6089
8. C 0.3634
9. C 0.5908
10. O -0.7069
11. N -0.7138
12. N 0.9976
13. C -0.8075
14. C 0.2067
15. Br -0.0795
16. C -0.7857
17. C 0.7264
18. C -0.6496
19. C -0.6576
20. C -0.5041
21. C -1.0003
22. C 0.0475
23. H -0.0278
24. H 0.4377
25. H 0.4210
26. H 0.4109
27. H 0.4294
28. H 0.4270
29. H 0.3869
30. H 0.3773
31. H 0.4300
32. H 0.4499
33. H 0.4293
34. H 0.4197
35. H 0.4545
36. H 0.4065
37. C -1.0635
38. N 0.9488
39. C -0.9454
40. P 0.1505
41. O -1.2621
42. O -0.6108
43. P 0.2589
44. O -0.9440
45. N 0.6351
46. C -1.1680
47. C -0.9982
48. N 0.3831
49. C -1.0646
50. C -0.6440
51. N 0.2639
52. C -0.9668
53. C -0.9911
54. H 0.2775
55. H 0.3167
56. H 0.3121
57. H 0.1403
58. H 0.2844
59. H 0.3968
60. H 0.3274
61. H 0.3630
62. H 0.3485
63. H 0.1599
64. H 0.3788
65. H 0.3106
66. H 0.3338
67. H 0.2196
68. H 0.3641
69. H -0.0230
70. H 0.4208
71. H 0.1491
72. H 0.2521
73. H 0.2897
74. H 0.3557
75. H 0.2302
76. H 0.3683
77. H 0.3066
78. O -0.2661
79. C 0.6194
80. O -0.9954
81. C 0.3139
82. C -0.6208
83. C -1.1247
84. C 1.0322
85. O -0.4958
86. C -0.2792
87. O -0.5084
88. C 0.7250
89. C -0.7097
90. H 0.4510
91. H 0.4579
92. H 0.2578
93. H 0.2827
94. H 0.5722